DFT (ωB97M-V/def2-TZVPD) results for a structure of composition C36H36As2N2O5PV at a distorted geometry.

Each line ends with the Mulliken spin population.
Atoms and positions in Å:
V1 0.013 -0.038 0.146  1.886
O1 0.484 -3.742 1.567  0.017
C1 0.322 -2.449 1.386  0.026
O2 0.162 -1.919 0.265  -0.018
C2 0.362 -1.545 2.517  0.061
C3 0.630 -1.783 3.868  0.008
C4 0.727 -0.685 4.712  0.018
C5 0.591 0.607 4.202  -0.001
C6 0.345 0.749 2.841  0.058
N1 0.204 -0.299 2.051  -0.081
C7 0.190 2.016 2.009  0.010
O3 0.169 3.124 2.485  0.019
O4 0.082 1.707 0.757  0.036
H1 0.527 -4.236 0.731  0.000
H2 0.775 -2.795 4.208  0.000
H3 0.916 -0.833 5.764  0.000
H4 0.675 1.486 4.821  0.000
O5 2.715 -0.753 1.214  0.004
N2 2.365 0.208 0.295  -0.030
C8 3.083 1.260 0.219  0.012
C9 2.974 2.252 -0.823  0.013
C10 3.933 3.272 -0.873  0.004
C11 4.021 4.109 -1.969  -0.002
C12 3.179 3.920 -3.056  0.003
C13 2.198 2.946 -3.000  -0.001
C14 2.056 2.137 -1.877  -0.021
P1 0.661 0.965 -1.922  -0.035
C15 1.344 -0.215 -3.139  -0.010
C16 2.641 -0.649 -2.848  0.003
C17 3.269 -1.592 -3.638  0.003
C18 2.619 -2.111 -4.748  -0.001
C19 1.336 -1.686 -5.050  0.000
C20 0.692 -0.760 -4.242  0.002
C21 -0.609 2.115 -2.562  0.020
C22 -0.722 3.279 -1.793  0.004
C23 -1.627 4.266 -2.134  0.000
C24 -2.439 4.107 -3.248  0.002
C25 -2.335 2.959 -4.014  0.000
C26 -1.434 1.961 -3.672  -0.001
H5 3.540 -0.503 1.681  -0.001
H6 3.942 1.371 0.892  0.001
H7 4.618 3.394 -0.048  0.000
H8 4.761 4.891 -1.985  0.000
H9 3.277 4.536 -3.938  0.000
H10 1.534 2.799 -3.841  0.000
H11 3.166 -0.235 -1.999  0.000
H12 4.269 -1.919 -3.392  0.000
H13 3.115 -2.834 -5.377  0.000
H14 0.831 -2.079 -5.920  0.000
H15 -0.310 -0.453 -4.499  0.001
H16 -0.082 3.415 -0.929  0.000
H17 -1.690 5.166 -1.539  0.000
H18 -3.140 4.881 -3.520  0.000
H19 -2.951 2.842 -4.894  0.000
H20 -1.364 1.093 -4.306  0.001
C27 -2.968 -1.215 -3.229  -0.006
As1 -1.576 -1.443 -1.822  0.014
C28 -0.729 -3.096 -2.502  -0.001
C29 -2.813 -2.220 -0.508  -0.006
C30 -3.380 -3.476 -0.691  -0.002
C31 -4.264 -3.997 0.242  -0.001
C32 -4.619 -3.252 1.355  0.001
C33 -4.085 -1.985 1.535  -0.005
C34 -3.182 -1.470 0.608  0.032
As2 -2.310 0.250 0.805  -0.046
C35 -2.892 0.897 2.549  0.005
C36 -3.360 1.460 -0.312  0.018
H21 -3.685 -2.035 -3.137  -0.002
H22 -2.534 -1.240 -4.230  0.000
H23 -3.496 -0.270 -3.094  0.000
H24 -1.170 -3.394 -3.456  0.000
H25 -0.869 -3.894 -1.772  0.000
H26 0.342 -2.941 -2.646  -0.001
H27 -3.131 -4.051 -1.575  0.000
H28 -4.673 -4.985 0.102  0.000
H29 -5.311 -3.649 2.081  0.000
H30 -4.380 -1.388 2.392  0.000
H31 -3.983 1.009 2.519  -0.002
H32 -2.453 1.879 2.749  -0.001
H33 -2.620 0.211 3.357  0.000
H34 -4.429 1.283 -0.143  0.000
H35 -3.124 1.358 -1.374  -0.006
H36 -3.105 2.477 0.003  -0.001

Summary:
HOMO (spin up / spin down): -0.504 / -0.507 Ha
2S+1: 3
LUMO level (spin up / spin down): -6.69 / -6.96 eV
Net charge: +2
HOMO-LUMO gap (spin up / spin down): 0.25787 / 0.25088 Eh

DFT (ωB97M-V/def2-TZVPD) results for a structure of composition C36H36Cl18N6 at a distorted geometry.

Each line ends with the Löwdin charge.
Atoms and positions in Å:
N1 5.588 -2.715 3.959  0.048
C1 6.643 -2.496 3.158  -0.173
C2 7.029 -3.244 2.069  -0.082
C3 6.194 -4.314 1.775  -0.080
C4 5.056 -4.645 2.574  -0.051
C5 4.753 -3.735 3.614  -0.141
H1 7.285 -1.700 3.506  0.099
H2 7.932 -3.102 1.494  0.103
H3 6.489 -4.910 0.924  0.094
H4 4.336 -5.434 2.415  0.091
H5 3.863 -3.867 4.211  0.094
N2 -1.142 -6.961 0.517  0.054
C6 -0.586 -6.062 -0.243  -0.168
C7 -0.281 -6.302 -1.588  -0.062
C8 -0.594 -7.541 -2.141  -0.089
C9 -1.275 -8.457 -1.376  -0.080
C10 -1.367 -8.159 -0.038  -0.158
H6 -0.331 -5.143 0.266  0.102
H7 0.205 -5.563 -2.208  0.097
H8 -0.334 -7.679 -3.180  0.103
H9 -1.512 -9.407 -1.831  0.104
H10 -1.929 -8.869 0.550  0.099
N3 -6.975 4.927 -1.376  0.058
C11 -7.784 5.887 -0.822  -0.143
C12 -7.804 7.189 -1.277  -0.099
C13 -6.962 7.548 -2.287  -0.098
C14 -6.117 6.626 -2.890  -0.087
C15 -6.112 5.338 -2.393  -0.129
H11 -8.565 5.526 -0.170  0.099
H12 -8.467 7.916 -0.832  0.102
H13 -7.061 8.572 -2.618  0.104
H14 -5.576 6.927 -3.775  0.100
H15 -5.497 4.658 -2.963  0.096
N4 -4.106 -2.137 6.183  0.046
C16 -4.166 -1.808 7.472  -0.166
C17 -3.650 -2.639 8.457  -0.082
C18 -3.070 -3.870 8.120  -0.074
C19 -3.098 -4.260 6.778  -0.080
C20 -3.487 -3.313 5.830  -0.129
H16 -4.746 -0.929 7.711  0.099
H17 -3.913 -2.507 9.496  0.096
H18 -2.608 -4.498 8.868  0.099
H19 -2.661 -5.154 6.360  0.096
H20 -3.378 -3.580 4.789  0.096
N5 9.865 2.494 0.486  0.049
C21 8.967 2.691 -0.481  -0.160
C22 9.058 3.728 -1.444  -0.061
C23 10.158 4.617 -1.405  -0.079
C24 11.075 4.439 -0.377  -0.089
C25 10.902 3.383 0.526  -0.136
H21 8.237 1.911 -0.637  0.096
H22 8.292 3.884 -2.190  0.091
H23 10.339 5.375 -2.153  0.099
H24 11.935 5.091 -0.331  0.096
H25 11.659 3.325 1.294  0.095
N6 -1.360 0.443 -0.216  0.048
C26 -0.378 0.344 -1.142  -0.163
C27 0.950 0.204 -0.796  -0.073
C28 1.350 0.071 0.575  -0.060
C29 0.332 0.138 1.496  -0.098
C30 -0.975 0.309 1.084  -0.143
H26 -0.747 0.403 -2.156  0.097
H27 1.668 0.245 -1.602  0.090
H28 2.383 -0.019 0.880  0.101
H29 0.555 0.037 2.548  0.101
H30 -1.799 0.422 1.773  0.099
C31 0.618 3.962 -8.742  -1.482
Cl1 -1.171 4.019 -8.776  0.504
Cl2 1.355 3.526 -10.331  0.489
Cl3 1.220 2.940 -7.379  0.487
H31 0.986 4.976 -8.584  0.003
C32 3.853 -3.324 -7.361  -1.523
Cl4 4.233 -4.884 -6.667  0.528
Cl5 4.485 -2.009 -6.314  0.477
Cl6 2.088 -3.122 -7.367  0.493
H32 4.265 -3.207 -8.363  0.024
C33 -4.986 -0.604 -9.772  -1.568
Cl7 -4.110 -0.298 -11.181  0.569
Cl8 -6.414 0.464 -9.921  0.495
Cl9 -4.056 -0.569 -8.210  0.498
H33 -5.328 -1.628 -9.925  0.006
C34 -7.244 -1.593 -0.990  -1.497
Cl10 -7.625 -1.329 -2.730  0.487
Cl11 -6.331 -3.152 -0.741  0.465
Cl12 -8.675 -1.637 0.007  0.528
H34 -6.653 -0.743 -0.647  0.016
C35 1.070 3.498 8.992  -1.546
Cl13 1.836 3.865 10.559  0.504
Cl14 -0.501 2.744 9.155  0.522
Cl15 2.094 2.361 8.096  0.501
H35 0.899 4.419 8.434  0.018
C36 -3.707 6.318 3.068  -1.508
Cl16 -1.935 6.431 3.503  0.470
Cl17 -4.605 7.749 3.429  0.537
Cl18 -4.482 4.951 3.946  0.486
H36 -3.857 6.225 1.992  0.013

Summary:
HOMO: -0.342 Ha
LUMO level: 0.11 eV
Energy above the lowest of the compared OMol25 structures with the same formula, charge and spin: 318.5 kJ/mol
HOMO-LUMO gap: 0.34586 Eh

DFT (ωB97M-V/def2-TZVPD) results for a structure of composition C36H36F3N2O2PtS3Sb at a distorted geometry.

Each line ends with the Löwdin charge.
Atoms and positions in Å:
Pt1 -0.216 0.599 -0.299  0.708
C1 1.280 3.914 2.473  0.022
C2 1.197 2.637 1.692  -0.418
O1 0.119 2.362 1.119  -0.134
C3 2.364 1.823 1.675  0.055
C4 2.354 0.451 1.483  -0.281
C5 3.599 -0.369 1.594  0.014
N1 1.190 -0.177 1.271  0.004
N2 0.899 -1.331 1.738  0.191
C6 -0.160 -1.973 1.220  -0.382
O2 -0.607 -1.641 0.084  -0.102
C7 -0.770 -3.004 2.044  -0.141
C8 -1.826 -3.764 1.525  -0.008
C9 -2.474 -4.682 2.322  -0.036
C10 -2.067 -4.861 3.639  -0.020
C11 -1.015 -4.119 4.158  -0.036
C12 -0.368 -3.187 3.373  0.002
H1 0.359 4.482 2.367  0.099
H2 2.125 4.511 2.139  0.100
H3 1.436 3.682 3.528  0.111
H4 3.281 2.276 2.014  0.138
H5 4.418 0.231 1.978  0.097
H6 3.875 -0.747 0.608  0.102
H7 3.437 -1.234 2.236  0.095
H8 -2.098 -3.636 0.486  0.112
H9 -3.295 -5.257 1.922  0.121
H10 -2.576 -5.577 4.264  0.122
H11 -0.699 -4.266 5.177  0.119
H12 0.439 -2.590 3.773  0.116
C13 -4.674 -1.753 0.204  -0.506
C14 -4.589 -0.445 0.977  -0.478
S1 -2.927 0.320 1.080  0.889
C15 -3.183 1.837 0.102  -0.520
C16 -3.342 1.626 -1.394  -0.452
S2 -1.836 0.979 -2.216  0.869
C17 -2.304 -0.649 -2.913  -0.447
C18 -2.831 -1.687 -1.943  -0.512
S3 -4.623 -1.522 -1.599  0.912
H13 -5.648 -2.209 0.394  0.085
H14 -3.889 -2.448 0.503  0.047
H15 -4.883 -0.639 2.009  0.080
H16 -5.270 0.292 0.558  0.082
H17 -2.304 2.447 0.319  0.035
H18 -4.064 2.350 0.492  0.097
H19 -3.522 2.600 -1.850  0.088
H20 -4.172 0.960 -1.631  0.035
H21 -1.364 -1.003 -3.341  0.082
H22 -3.015 -0.462 -3.717  0.095
H23 -2.280 -1.652 -1.001  0.013
H24 -2.701 -2.671 -2.400  0.088
F1 -1.782 7.314 -2.957  0.104
C19 -1.082 6.192 -2.796  -0.260
C20 -1.267 5.452 -1.639  0.016
C21 -0.551 4.280 -1.486  -0.149
C22 0.330 3.860 -2.472  -0.389
C23 0.520 4.623 -3.615  -0.111
C24 -0.195 5.795 -3.785  0.025
Sb1 1.454 2.064 -2.122  1.561
C25 3.446 2.897 -2.124  -0.359
C26 3.625 4.216 -1.730  -0.120
C27 4.888 4.777 -1.747  0.016
C28 5.964 3.991 -2.137  -0.260
F2 7.187 4.513 -2.122  0.108
C29 5.800 2.670 -2.533  0.017
C30 4.531 2.124 -2.515  -0.115
C31 1.385 0.942 -3.965  -0.381
C32 0.710 1.385 -5.093  -0.110
C33 0.653 0.585 -6.222  0.019
C34 1.265 -0.659 -6.198  -0.264
F3 1.163 -1.453 -7.263  0.103
C35 1.957 -1.110 -5.085  0.011
C36 2.005 -0.301 -3.966  -0.146
H25 -1.951 5.797 -0.880  0.128
H26 -0.665 3.700 -0.581  0.055
H27 1.229 4.316 -4.372  0.112
H28 -0.069 6.401 -4.667  0.132
H29 2.777 4.819 -1.432  0.101
H30 5.047 5.808 -1.472  0.131
H31 6.654 2.093 -2.854  0.131
H32 4.388 1.101 -2.830  0.094
H33 0.225 2.351 -5.103  0.093
H34 0.142 0.911 -7.114  0.130
H35 2.429 -2.080 -5.102  0.129
H36 2.511 -0.654 -3.077  0.094

Summary:
HOMO (spin up / spin down): -0.492 / -0.492 Ha
LUMO level (spin up / spin down): -8.40 / -8.40 eV
Energy above the lowest of the compared OMol25 structures with the same formula, charge and spin: 225.6 kJ/mol
Net charge: +2
HOMO-LUMO gap (spin up / spin down): 0.18340 / 0.18336 Eh

DFT (ωB97M-V/def2-TZVPD) results for a structure of composition C36H36N6O5RhS2Te at a distorted geometry.

Each line ends with the Mulliken spin population.
Atoms and positions in Å:
Rh1 -1.933 1.705 -1.174  0.045
N1 -4.564 2.184 2.254  0.000
C1 -3.905 1.991 1.042  -0.003
S1 -2.191 2.224 1.058  0.002
N2 -4.632 1.645 0.032  0.003
N3 -3.939 1.502 -1.160  -0.004
C2 -4.644 1.097 -2.151  0.000
C3 -4.209 0.868 -3.503  0.001
C4 -5.178 0.422 -4.413  -0.001
C5 -4.880 0.105 -5.718  0.000
C6 -3.554 0.233 -6.153  0.000
C7 -2.576 0.675 -5.298  0.000
C8 -2.858 1.013 -3.948  -0.001
O1 -1.893 1.454 -3.219  0.000
H1 -3.999 1.866 3.029  0.000
H2 -5.477 1.749 2.241  0.000
H3 -5.690 0.901 -1.917  0.001
H4 -6.196 0.310 -4.051  0.000
H5 -5.653 -0.250 -6.389  0.000
H6 -3.291 -0.038 -7.170  0.000
H7 -1.544 0.762 -5.611  0.000
O2 -2.387 -0.839 1.396  0.000
C9 -1.975 -1.233 0.318  -0.025
N4 -1.677 -0.478 -0.807  -0.011
S2 -1.403 -1.494 -2.079  0.024
O3 -0.222 -1.129 -2.816  0.000
O4 -2.585 -1.775 -2.856  -0.002
C10 -1.160 -2.962 -1.121  -0.012
C11 -0.835 -4.246 -1.514  0.001
C12 -0.979 -5.265 -0.584  0.000
C13 -1.480 -4.991 0.691  0.000
C14 -1.817 -3.697 1.057  0.000
C15 -1.646 -2.682 0.131  0.029
H8 -0.472 -4.445 -2.515  0.000
H9 -0.724 -6.283 -0.849  0.000
H10 -1.616 -5.806 1.392  0.000
H11 -2.220 -3.451 2.032  0.000
C16 0.506 3.427 -2.994  0.055
C17 0.961 2.369 -2.008  -0.072
O5 2.203 2.073 -2.050  0.125
N5 0.135 1.840 -1.132  0.204
Te1 1.440 0.248 -0.275  0.415
C18 3.396 -0.716 0.446  0.163
C19 3.603 -2.049 0.067  -0.038
C20 2.680 -2.763 -0.897  0.026
C21 4.669 -2.771 0.607  -0.001
C22 5.563 -2.195 1.496  0.004
C23 6.689 -2.995 2.103  -0.001
C24 5.406 -0.846 1.790  -0.005
C25 4.353 -0.100 1.267  -0.017
C26 4.299 1.376 1.575  0.013
C27 1.069 0.969 1.698  0.121
C28 0.743 0.045 2.705  -0.037
C29 0.916 -1.443 2.537  0.037
C30 0.260 0.507 3.924  -0.005
C31 0.096 1.860 4.180  0.005
C32 -0.480 2.346 5.485  0.000
C33 0.494 2.757 3.204  -0.008
C34 0.978 2.342 1.967  -0.046
C35 1.437 3.420 1.018  0.012
H12 1.369 3.761 -3.567  -0.005
H13 0.058 4.263 -2.465  0.002
H14 -0.251 3.011 -3.657  -0.004
H15 2.219 -2.083 -1.611  -0.003
H16 1.864 -3.260 -0.362  0.000
H17 3.230 -3.523 -1.455  0.000
H18 4.795 -3.815 0.327  0.003
H19 6.554 -4.060 1.913  0.000
H20 6.735 -2.846 3.184  0.000
H21 7.657 -2.699 1.690  0.001
H22 6.127 -0.359 2.443  0.001
H23 5.301 1.755 1.788  0.001
H24 3.660 1.588 2.435  0.003
H25 3.890 1.920 0.724  0.002
H26 0.672 -1.765 1.523  0.003
H27 0.271 -1.985 3.232  0.000
H28 1.953 -1.734 2.724  0.004
H29 -0.034 -0.216 4.680  -0.001
H30 -1.075 1.568 5.964  0.000
H31 -1.118 3.216 5.322  0.000
H32 0.311 2.641 6.181  0.001
H33 0.403 3.824 3.390  0.001
H34 2.043 4.144 1.571  0.002
H35 0.580 3.945 0.591  0.001
H36 2.028 3.024 0.196  -0.010
N6 -2.438 4.733 -1.640  -0.001
C36 -2.216 3.607 -1.492  -0.002

Summary:
HOMO (spin up / spin down): -0.044 / -0.076 Ha
2S+1: 2
LUMO level (spin up / spin down): 4.03 / 4.03 eV
Energy above the lowest of the compared OMol25 structures with the same formula, charge and spin: 106.2 kJ/mol
Net charge: -2
HOMO-LUMO gap (spin up / spin down): 0.19175 / 0.22375 Eh